[1]
ORCA calculation (ωB97M-V/def2-TZVPD) on a molecular structure, C40H36FeGeN5O3S2 in a non-equilibrium geometry.

Last column: Löwdin charge in e.
Positions of all 88 atoms, in Å:
Fe -0.50 -0.32 -0.10  0.637
C -4.60 -1.58 -1.36  -0.026
C -3.18 -1.62 -0.88  -0.290
N -2.66 -0.75 -0.03  -0.069
N -3.42 0.33 0.37  0.009
C -2.85 1.19 1.20  -0.743
N -3.47 2.33 1.54  0.121
S -1.33 0.80 1.92  0.794
C -2.23 -2.58 -1.28  -0.223
C -2.52 -3.80 -1.95  -0.027
C -1.52 -4.69 -2.20  -0.078
C -0.20 -4.40 -1.79  -0.065
C 0.02 -3.20 -1.17  -0.165
N -0.93 -2.29 -0.92  0.009
H -4.85 -0.58 -1.72  0.076
H -4.75 -2.25 -2.20  0.072
H -5.32 -1.85 -0.58  0.091
H -4.31 0.53 -0.07  0.148
H -4.21 2.67 0.93  0.111
H -2.86 3.08 1.84  0.077
H -3.54 -4.02 -2.23  0.102
H -1.75 -5.63 -2.69  0.104
H 0.62 -5.08 -1.95  0.098
H 1.02 -2.93 -0.86  0.078
C 1.21 -0.37 -1.39  -0.109
C 1.52 1.00 -1.87  -0.295
C 2.35 1.83 -1.12  -0.038
C 2.67 3.10 -1.58  -0.070
C 2.17 3.55 -2.79  -0.084
C 1.36 2.71 -3.56  -0.077
C 1.04 1.45 -3.09  -0.061
H 2.07 -0.81 -0.90  -0.005
H 0.73 -1.03 -2.10  0.064
H 2.74 1.48 -0.17  0.095
H 3.27 3.76 -0.97  0.107
H 2.41 4.54 -3.14  0.104
H 0.99 3.05 -4.51  0.104
H 0.39 0.81 -3.67  0.117
O -0.12 5.40 -0.56  -0.287
S -1.25 4.53 -0.49  0.631
O -2.27 4.80 0.50  -0.318
N -0.80 2.97 -0.38  -0.007
C -1.32 2.26 -1.34  -0.519
O -1.31 1.00 -1.40  -0.104
C -2.04 3.05 -2.40  -0.136
C -2.60 2.61 -3.59  -0.008
C -3.14 3.57 -4.44  -0.066
C -3.11 4.92 -4.11  -0.067
C -2.55 5.35 -2.90  -0.026
C -2.03 4.39 -2.07  -0.214
H -2.60 1.56 -3.84  0.119
H -3.58 3.27 -5.38  0.104
H -3.52 5.65 -4.79  0.105
H -2.53 6.40 -2.64  0.122
C -0.29 -5.29 2.79  -0.087
C -1.18 -4.24 2.59  -0.075
C -0.71 -2.99 2.22  -0.121
C 0.65 -2.76 2.04  -0.320
C 1.54 -3.82 2.26  -0.102
C 1.07 -5.08 2.63  -0.082
Ge 1.30 -0.99 1.57  0.992
C 3.19 -1.12 1.10  -0.306
C 4.11 -0.18 1.59  -0.102
C 5.45 -0.25 1.27  -0.075
C 5.92 -1.27 0.45  -0.084
C 5.03 -2.21 -0.05  -0.076
C 3.69 -2.13 0.27  -0.133
C 1.28 0.09 3.18  -0.395
C 1.49 1.47 3.14  -0.177
C 1.50 2.22 4.31  -0.078
C 1.29 1.60 5.53  -0.085
C 1.07 0.23 5.59  -0.080
C 1.06 -0.52 4.42  -0.097
H -0.65 -6.27 3.08  0.101
H -2.24 -4.40 2.72  0.104
H -1.43 -2.19 2.06  0.069
H 2.61 -3.67 2.15  0.092
H 1.77 -5.88 2.79  0.102
H 3.77 0.61 2.25  0.089
H 6.14 0.49 1.65  0.104
H 6.97 -1.33 0.20  0.102
H 5.39 -3.01 -0.69  0.104
H 3.02 -2.87 -0.14  0.088
H 1.62 1.98 2.19  0.099
H 1.66 3.29 4.26  0.106
H 1.30 2.18 6.45  0.101
H 0.90 -0.26 6.54  0.101
H 0.88 -1.59 4.47  0.098

Output
HOMO level (alpha / beta) (eV): -5.72 / -8.14
2S+1: 6


[2]
ORCA calculation (ωB97M-V/def2-TZVPD) on a molecular structure, C40H37NO2P2PtS in a non-equilibrium geometry.

Last column: Löwdin charge in e.
Positions of all 84 atoms, in Å:
Pt -0.15 0.21 -0.32  0.794
O -0.49 3.08 -1.54  -0.336
S -0.12 2.48 -0.28  0.792
C -1.31 2.95 0.97  -0.319
C -1.22 4.11 1.71  0.002
C -2.28 4.46 2.56  0.031
C -3.40 3.65 2.67  0.017
C -3.47 2.46 1.95  -0.014
C -2.43 2.12 1.08  -0.342
P -2.51 0.58 0.20  1.088
C -3.00 0.65 -1.46  -0.324
C -3.10 -0.57 -2.19  -0.063
C -3.59 -0.54 -3.47  -0.002
C -3.95 0.69 -4.05  0.064
C -3.80 1.90 -3.35  0.014
C -3.30 1.89 -2.08  -0.026
C -3.19 -0.71 1.16  -0.356
C -4.34 -1.41 0.74  -0.043
C -4.96 -2.28 1.61  -0.009
C -4.45 -2.46 2.89  0.023
C -3.31 -1.76 3.32  -0.016
C -2.68 -0.89 2.47  -0.063
C 1.41 3.09 0.36  -0.365
C 1.70 4.44 0.39  -0.026
C 2.87 4.84 1.02  0.022
C 3.71 3.91 1.61  0.018
C 3.45 2.55 1.50  -0.027
C 2.29 2.13 0.86  -0.337
P 2.17 0.52 0.10  1.017
C 2.88 0.67 -1.53  -0.355
C 4.22 1.09 -1.58  -0.058
C 4.84 1.25 -2.80  -0.013
C 4.13 1.04 -3.98  -0.001
C 2.79 0.66 -3.93  -0.025
C 2.16 0.48 -2.71  -0.112
C 2.87 -0.74 1.08  -0.359
C 3.76 -1.67 0.51  -0.062
C 4.42 -2.57 1.33  -0.019
C 4.19 -2.55 2.71  0.014
C 3.29 -1.64 3.28  -0.023
C 2.63 -0.74 2.48  -0.068
H -0.35 4.75 1.67  0.116
H -2.22 5.37 3.13  0.144
H -4.21 3.92 3.33  0.143
H -4.33 1.80 2.06  0.135
H -2.80 -1.50 -1.73  0.107
H -3.70 -1.45 -4.04  0.137
H -4.34 0.70 -5.06  0.146
H -4.08 2.83 -3.82  0.143
H -3.18 2.82 -1.53  0.124
H -4.77 -1.23 -0.24  0.118
H -5.86 -2.80 1.31  0.138
H -4.95 -3.13 3.58  0.140
H -2.94 -1.90 4.33  0.133
H -1.81 -0.33 2.79  0.120
H 1.04 5.17 -0.07  0.144
H 3.12 5.90 1.06  0.143
H 4.61 4.24 2.12  0.141
H 4.16 1.82 1.88  0.132
H 4.78 1.26 -0.67  0.120
H 5.88 1.55 -2.84  0.134
H 4.62 1.17 -4.93  0.135
H 2.24 0.52 -4.85  0.129
H 1.11 0.22 -2.69  0.080
H 3.96 -1.65 -0.55  0.115
H 5.14 -3.26 0.91  0.133
H 4.72 -3.24 3.34  0.137
H 3.13 -1.64 4.35  0.131
H 1.95 -0.02 2.91  0.117
C 0.30 -5.32 -0.88  0.023
N -0.30 -4.05 -0.44  -0.097
C -1.46 -4.19 0.45  0.022
C 0.14 -2.88 -0.85  -0.407
C 1.30 -2.84 -1.78  0.037
O -0.49 -1.81 -0.48  -0.243
H 0.13 -6.07 -0.11  0.114
H 1.37 -5.22 -1.03  0.095
H -0.17 -5.65 -1.81  0.124
H -2.03 -5.06 0.13  0.116
H -2.08 -3.30 0.39  0.065
H -1.12 -4.34 1.47  0.118
H 1.06 -3.36 -2.71  0.125
H 2.17 -3.32 -1.36  0.095
H 1.54 -1.81 -2.03  0.045

Output
HOMO level (alpha / beta) (eV): -19.33 / -19.32
2S+1: 1
Total charge: +4


[3]
ORCA calculation (ωB97M-V/def2-TZVPD) on a molecular structure, C40H37NOP2SiSr in a non-equilibrium geometry.

Last column: Löwdin charge in e.
Positions of all 83 atoms, in Å:
Sr 0.25 -0.44 2.39  1.130
C -0.43 3.74 1.36  -0.259
Si 0.36 2.09 0.75  0.556
C 2.08 2.62 0.06  -0.339
C 2.43 3.96 -0.10  -0.118
C 3.64 4.35 -0.64  -0.085
C 4.56 3.39 -1.04  -0.087
C 4.27 2.05 -0.85  -0.086
C 3.04 1.66 -0.31  -0.391
P 2.76 -0.07 0.19  1.023
C 1.93 -0.87 -1.22  -0.385
C 1.66 -2.23 -1.09  -0.120
C 1.04 -2.93 -2.11  -0.097
C 0.65 -2.26 -3.26  -0.086
C 0.86 -0.90 -3.38  -0.074
C 1.51 -0.20 -2.37  -0.074
C 4.44 -0.78 0.05  -0.387
C 4.92 -1.50 -1.04  -0.085
C 6.19 -2.06 -1.00  -0.081
C 6.99 -1.91 0.12  -0.091
C 6.52 -1.19 1.21  -0.088
C 5.25 -0.64 1.17  -0.112
C -0.56 1.91 -0.95  -0.319
C -0.20 2.72 -2.02  -0.108
C -0.77 2.58 -3.27  -0.082
C -1.69 1.57 -3.49  -0.096
C -2.08 0.76 -2.44  -0.097
C -1.55 0.95 -1.17  -0.396
P -2.13 -0.04 0.25  1.036
C -3.23 -1.24 -0.59  -0.376
C -2.59 -2.38 -1.09  -0.108
C -3.30 -3.35 -1.76  -0.081
C -4.67 -3.22 -1.93  -0.090
C -5.32 -2.11 -1.41  -0.082
C -4.61 -1.13 -0.74  -0.077
C -3.39 1.07 1.00  -0.379
C -4.08 2.05 0.29  -0.085
C -5.09 2.77 0.92  -0.078
C -5.41 2.52 2.24  -0.086
C -4.70 1.57 2.96  -0.080
C -3.69 0.85 2.34  -0.102
H -0.56 4.47 0.56  0.015
H 0.17 4.21 2.14  0.009
H -1.41 3.55 1.79  -0.001
H 1.73 4.71 0.22  0.088
H 3.87 5.40 -0.74  0.100
H 5.50 3.69 -1.48  0.100
H 5.00 1.31 -1.12  0.098
H 1.95 -2.74 -0.18  0.104
H 0.87 -3.99 -2.02  0.105
H 0.18 -2.80 -4.07  0.103
H 0.53 -0.37 -4.26  0.103
H 1.68 0.86 -2.46  0.100
H 4.31 -1.62 -1.92  0.106
H 6.56 -2.62 -1.85  0.103
H 7.97 -2.35 0.15  0.100
H 7.13 -1.08 2.09  0.101
H 4.87 -0.08 2.02  0.099
H 0.55 3.48 -1.88  0.094
H -0.50 3.25 -4.07  0.102
H -2.11 1.42 -4.48  0.102
H -2.80 -0.03 -2.62  0.099
H -1.51 -2.47 -0.96  0.086
H -2.79 -4.23 -2.14  0.102
H -5.22 -3.97 -2.47  0.100
H -6.39 -2.01 -1.53  0.102
H -5.13 -0.27 -0.35  0.099
H -3.83 2.25 -0.74  0.110
H -5.64 3.52 0.36  0.104
H -6.22 3.06 2.71  0.101
H -4.94 1.39 4.00  0.103
H -3.13 0.12 2.90  0.083
N -0.35 -2.37 5.71  0.198
C -0.84 -1.94 4.53  -0.606
O -0.87 -0.73 4.29  -0.232
C -1.19 -2.97 3.53  -0.272
C -0.01 -2.97 2.53  -0.332
H 0.02 -1.70 6.37  0.120
H -0.25 -3.34 5.92  0.112
H -2.10 -2.68 3.00  0.108
H -1.35 -3.95 4.00  0.102
H -0.37 -3.50 1.63  0.000
H 0.78 -3.61 2.96  0.003

Output
HOMO level (eV): -6.34
Energy above the lowest of the compared OMol25 structures with the same formula, charge and spin (eV): 0.000
2S+1: 1


[4]
ORCA calculation (ωB97M-V/def2-TZVPD) on a molecular structure, C40H38AlN3O2PS2.

Last column: Löwdin charge in e.
Positions of all 87 atoms, in Å:
Al -0.45 -0.87 -0.36  -0.011
C -2.11 -4.68 0.89  -0.001
C -1.55 -3.29 1.00  -0.224
N -1.42 -2.53 -0.02  0.016
N -1.54 -2.99 -1.36  0.014
C -0.97 -2.04 -2.04  -0.524
S 2.08 -1.27 -0.96  1.008
S -0.66 -2.33 -3.74  0.954
C -0.40 -4.13 -3.79  -0.387
C 0.94 -4.49 -3.20  -0.298
C 2.07 -4.50 -4.01  -0.055
C 3.32 -4.79 -3.47  -0.087
C 3.45 -5.06 -2.12  -0.083
C 2.32 -5.06 -1.31  -0.079
C 1.07 -4.78 -1.85  -0.055
C -1.07 -2.76 2.28  -0.108
C -1.41 -3.42 3.47  -0.029
C -0.89 -3.04 4.69  -0.076
C 0.04 -2.00 4.73  -0.063
C 0.40 -1.33 3.57  -0.013
C -0.17 -1.67 2.34  -0.294
O 0.18 -0.94 1.28  -0.093
H -2.21 -4.97 -0.15  0.072
H -3.10 -4.70 1.35  0.099
H -1.48 -5.39 1.42  0.097
H -0.45 -4.37 -4.85  0.080
H -1.23 -4.61 -3.28  0.077
H 1.98 -4.28 -5.07  0.116
H 4.19 -4.81 -4.11  0.107
H 4.42 -5.29 -1.70  0.106
H 2.41 -5.29 -0.25  0.107
H 0.19 -4.80 -1.22  0.094
H -2.11 -4.25 3.43  0.111
H -1.19 -3.54 5.60  0.106
H 0.48 -1.70 5.67  0.112
H 1.12 -0.52 3.59  0.127
C -4.56 -0.07 2.31  -0.051
C -3.13 0.02 1.77  -0.365
C -2.22 0.66 2.81  -0.050
C -3.08 0.81 0.47  -0.218
C -4.29 0.73 -0.44  -0.047
O -3.73 0.96 -1.76  0.052
C -2.44 0.67 -1.68  -0.305
N -1.98 0.43 -0.49  0.126
C -1.70 0.77 -2.96  -0.166
C -2.46 0.69 -4.12  -0.007
C -1.86 0.82 -5.37  -0.044
C -0.50 1.05 -5.45  -0.041
C 0.26 1.16 -4.30  -0.078
C -0.31 1.00 -3.04  -0.292
P 0.70 1.34 -1.53  1.137
C 2.29 0.42 -1.76  -0.682
C 3.54 1.09 -1.35  -0.135
C 4.72 0.69 -1.81  -0.060
C 4.83 -0.36 -2.82  -0.056
C 3.75 -1.00 -3.26  -0.074
C 2.41 -0.71 -2.71  -0.440
C 1.03 3.11 -1.84  -0.353
C 2.12 3.60 -2.55  -0.087
C 2.22 4.96 -2.80  -0.061
C 1.23 5.83 -2.36  -0.065
C 0.14 5.34 -1.66  -0.067
C 0.05 3.99 -1.39  -0.094
H -4.54 -0.45 3.34  0.089
H -5.19 -0.75 1.73  0.079
H -5.04 0.91 2.34  0.093
H -2.78 -1.00 1.55  0.112
H -2.62 1.63 3.11  0.095
H -1.21 0.81 2.42  0.077
H -2.14 0.03 3.70  0.086
H -2.89 1.86 0.73  0.160
H -5.03 1.51 -0.27  0.143
H -4.77 -0.24 -0.44  0.140
H -3.52 0.51 -4.05  0.130
H -2.46 0.74 -6.26  0.119
H -0.03 1.17 -6.42  0.119
H 1.32 1.37 -4.38  0.118
H 3.46 1.91 -0.64  0.121
H 5.63 1.19 -1.47  0.116
H 5.80 -0.58 -3.23  0.113
H 3.81 -1.74 -4.05  0.110
H 1.56 -0.97 -3.34  0.049
H 2.90 2.94 -2.92  0.101
H 3.07 5.34 -3.35  0.112
H 1.31 6.89 -2.56  0.111
H -0.64 6.01 -1.31  0.110
H -0.80 3.61 -0.83  0.100

Output
HOMO level (eV): -10.39
Energy above the lowest of the compared OMol25 structures with the same formula, charge and spin (eV): 1.233
2S+1: 1
Total charge: +1


[5]
ORCA calculation (ωB97M-V/def2-TZVPD) on a molecular structure, C40H38Co2O7PSi in a non-equilibrium geometry.

Last column: Löwdin charge in e.
Positions of all 89 atoms, in Å:
C 1.48 0.70 3.91  -0.087
C 1.22 2.13 3.74  -0.247
C 2.28 3.03 3.95  -0.425
O 3.54 2.72 4.04  -0.048
Si 4.81 3.77 4.61  0.486
C 6.16 2.51 4.79  -0.158
C 5.12 4.98 3.23  -0.153
C 4.38 4.57 6.23  -0.156
O 1.92 4.25 4.33  -0.018
C 0.43 4.27 4.39  -0.083
C 0.01 2.82 4.23  -0.164
H 0.54 0.18 4.13  0.083
H 1.90 0.30 2.98  0.055
H 2.20 0.51 4.72  0.093
H 7.05 2.96 5.24  0.038
H 5.85 1.67 5.42  0.042
H 6.44 2.11 3.80  0.038
H 5.92 5.66 3.54  0.042
H 5.42 4.45 2.32  0.039
H 4.22 5.57 3.01  0.040
H 5.32 4.87 6.72  0.041
H 3.78 5.48 6.10  0.038
H 3.86 3.90 6.91  0.046
H 0.13 4.70 5.35  0.123
H 0.07 4.89 3.57  0.124
H -0.87 2.70 3.60  0.112
H -0.25 2.41 5.22  0.122
O 0.57 -0.37 -6.29  0.169
C 0.69 -1.39 -5.76  -0.119
Co 1.04 -2.95 -5.04  0.239
C 0.61 -4.05 -6.32  -0.106
O 0.41 -4.73 -7.23  0.190
C 2.78 -2.96 -5.12  -0.102
O 3.94 -2.95 -5.19  0.181
C 0.54 -2.82 -3.04  -0.211
C 0.55 -1.55 -2.46  -0.227
C 1.32 -0.73 -1.69  -0.024
C 1.48 0.67 -1.97  -0.216
C 2.70 1.33 -1.68  -0.017
C 2.86 2.69 -1.95  -0.061
C 1.79 3.43 -2.48  -0.055
C 0.58 2.79 -2.78  -0.056
C 0.42 1.43 -2.52  -0.025
Co -1.01 -1.96 -3.32  -0.022
C -1.73 -0.54 -4.12  -0.150
O -2.29 0.24 -4.77  0.160
C -1.86 -3.13 -4.33  -0.151
O -2.49 -3.87 -4.97  0.170
P -2.40 -2.12 -1.65  1.110
C -3.59 -0.73 -1.53  -0.337
C -3.60 0.17 -0.46  -0.069
C -4.45 1.27 -0.47  -0.060
C -5.32 1.47 -1.54  -0.063
C -5.35 0.56 -2.60  -0.060
C -4.49 -0.54 -2.59  -0.121
C -3.46 -3.62 -1.59  -0.338
C -4.83 -3.55 -1.32  -0.061
C -5.60 -4.73 -1.32  -0.058
C -4.99 -5.96 -1.56  -0.061
C -3.62 -6.03 -1.81  -0.063
C -2.86 -4.86 -1.85  -0.118
C -1.57 -2.12 -0.02  -0.310
C -1.51 -3.24 0.82  -0.059
C -0.64 -3.25 1.92  -0.058
C 0.20 -2.15 2.16  -0.058
C 0.15 -1.04 1.32  -0.072
C -0.79 -1.00 0.29  -0.130
H 0.74 -3.73 -2.46  0.102
H 1.97 -1.19 -0.95  0.133
H 3.52 0.73 -1.27  0.120
H 3.81 3.17 -1.74  0.112
H 1.91 4.49 -2.68  0.112
H -0.25 3.34 -3.21  0.113
H -0.53 0.93 -2.73  0.078
H -2.94 0.01 0.40  0.095
H -4.42 1.98 0.36  0.113
H -5.99 2.34 -1.55  0.112
H -6.03 0.70 -3.44  0.114
H -4.53 -1.26 -3.42  0.117
H -5.31 -2.59 -1.12  0.106
H -6.67 -4.66 -1.13  0.114
H -5.60 -6.87 -1.56  0.113
H -3.14 -6.99 -1.99  0.112
H -1.79 -4.91 -2.07  0.106
H -2.15 -4.10 0.62  0.102
H -0.60 -4.12 2.57  0.112
H 0.91 -2.17 2.99  0.111
H 0.84 -0.20 1.44  0.095
H -0.88 -0.09 -0.31  0.105

Output
HOMO level (eV): -8.72
Energy above the lowest of the compared OMol25 structures with the same formula, charge and spin (eV): 4.002
2S+1: 1
Total charge: +1